1.
71
Properties=species:S:1:pos:R:3 method="wB97M-V/def2-TZVPD" s_squared=2.00 gap_ev="9.58 / 8.53" spin_multiplicity=3 homo_energy_ev="-9.53 / -8.84" e_above_lowest_ev=4.174
Pt 1.42 -0.29 -0.36
B 3.21 -0.88 -2.43
F 3.46 -0.01 -1.48
F 4.34 -1.60 -2.82
F 2.29 -1.72 -1.79
F 2.48 -0.32 -3.51
B 2.74 0.02 1.75
F 3.09 -0.97 0.86
F 2.34 1.10 0.99
F 1.71 -0.49 2.49
F 3.77 0.34 2.61
O 1.41 1.72 -1.36
S 1.77 2.98 -2.08
O 0.75 3.69 -2.91
O 2.42 4.06 -0.95
C 1.48 4.54 0.03
C 2.30 5.36 1.12
C 3.34 2.68 -3.03
H 0.90 3.73 0.46
H 0.81 5.27 -0.42
H 1.53 5.83 1.74
H 2.99 6.10 0.70
H 3.04 4.83 1.72
H 3.90 1.86 -2.59
H 3.85 3.65 -3.01
H 3.11 2.29 -4.03
O -1.48 -2.65 1.79
S -0.22 -3.07 1.16
O 0.61 -2.12 0.44
O 0.77 -3.97 2.16
C 0.15 -4.99 2.96
C 1.20 -5.52 3.93
C -0.58 -4.48 -0.02
H -0.28 -5.82 2.40
H -0.63 -4.45 3.48
H 0.67 -6.00 4.75
H 1.88 -4.74 4.29
H 1.81 -6.28 3.45
H -0.85 -4.07 -0.99
H -1.24 -5.21 0.44
H 0.40 -4.96 -0.12
O -2.58 1.70 -0.13
S -1.63 1.36 0.95
O -0.39 0.64 0.63
O -1.21 2.71 1.79
C -2.22 3.57 2.32
C -1.85 5.02 2.04
C -2.59 0.34 2.17
H -2.42 3.44 3.39
H -3.18 3.25 1.92
H -2.62 5.70 2.42
H -1.73 5.13 0.96
H -0.94 5.36 2.54
H -2.77 -0.56 1.59
H -3.58 0.76 2.36
H -1.90 0.28 3.01
O -1.90 0.59 -3.23
S -1.18 -0.65 -2.91
O -0.18 -0.68 -1.83
O -2.36 -1.81 -2.56
C -3.56 -1.44 -1.87
C -4.18 -2.78 -1.45
C -0.38 -1.48 -4.39
H -4.17 -0.93 -2.62
H -3.37 -0.77 -1.03
H -5.20 -2.61 -1.10
H -3.68 -3.32 -0.64
H -4.34 -3.53 -2.22
H 0.39 -0.77 -4.70
H -1.08 -1.60 -5.22
H 0.13 -2.38 -4.03


2.
58
Properties=species:S:1:pos:R:3 method="wB97M-V/def2-TZVPD" gap_ev=9.44 homo_energy_ev=-10.03
C 5.21 -1.41 1.07
C 4.69 -2.17 0.26
B 4.23 -3.53 -0.45
O 5.08 -4.31 -1.29
B 5.15 -5.61 -0.68
O 4.04 -6.22 -0.01
B 3.20 -5.23 0.59
O 2.68 -5.30 1.92
N 2.96 -4.14 2.63
O 1.98 -3.60 2.99
O 2.91 -4.08 -0.23
H 5.82 -0.79 1.78
H 6.20 -6.15 -0.74
C 2.08 1.83 1.11
C 3.51 2.32 1.27
O 4.15 2.41 0.00
H 2.06 0.85 0.62
H 1.58 1.75 2.08
H 1.51 2.52 0.47
H 4.08 1.62 1.89
H 3.53 3.30 1.75
H 3.64 3.03 -0.53
C -2.06 1.93 -0.16
C -1.91 3.39 -0.51
O -0.90 3.57 -1.50
H -1.12 1.52 0.21
H -2.84 1.78 0.60
H -2.33 1.34 -1.05
H -1.63 3.97 0.37
H -2.85 3.80 -0.90
H -1.16 3.07 -2.28
C 0.22 -8.19 0.17
C 0.53 -8.80 -1.19
O 1.29 -7.88 -1.98
H -0.34 -7.26 0.05
H -0.36 -8.89 0.78
H 1.15 -7.95 0.70
H -0.39 -9.02 -1.73
H 1.10 -9.73 -1.09
H 2.11 -7.70 -1.50
C -6.39 2.73 2.80
C -5.75 1.88 1.72
O -4.38 1.63 2.03
H -5.86 3.68 2.90
H -7.43 2.93 2.57
H -6.33 2.22 3.77
H -5.78 2.39 0.76
H -6.27 0.92 1.62
H -4.35 1.16 2.88
C -1.69 7.22 -3.85
C -1.85 7.53 -2.37
O -2.49 6.45 -1.70
H -2.66 7.03 -4.31
H -1.20 8.05 -4.37
H -1.09 6.31 -3.99
H -2.46 8.42 -2.23
H -0.87 7.71 -1.90
H -1.93 5.67 -1.82


3.
63
Properties=species:S:1:pos:R:3 method="wB97M-V/def2-TZVPD" gap_ev=3.37 homo_energy_ev=-8.66 e_above_lowest_ev=9.546
Zn -18.17 7.90 -22.56
Br -15.31 10.64 -23.36
Cl -20.90 8.45 -25.38
O -21.29 5.19 -20.68
S -22.12 4.70 -19.54
O -22.12 5.49 -18.31
O -23.68 4.53 -20.09
C -24.23 5.66 -20.71
C -25.63 5.35 -21.21
C -21.85 2.88 -19.08
H -23.66 5.87 -21.61
H -24.19 6.47 -19.98
H -25.98 6.20 -21.80
H -26.26 5.00 -20.39
H -25.48 4.47 -21.83
H -22.38 2.24 -19.77
H -22.32 2.79 -18.09
H -20.82 2.55 -19.18
O -21.13 10.77 -19.65
S -21.95 11.88 -19.10
O -21.62 13.29 -19.27
O -23.57 11.67 -19.56
C -24.45 12.81 -19.50
C -25.82 12.28 -19.63
C -22.32 11.49 -17.31
H -24.09 13.56 -20.20
H -24.41 13.40 -18.58
H -25.93 11.37 -19.03
H -26.19 12.12 -20.64
H -26.54 12.95 -19.17
H -21.46 10.90 -16.97
H -23.21 10.88 -17.16
H -22.45 12.39 -16.72
O -15.00 6.55 -16.23
S -15.00 7.66 -17.14
O -15.63 7.59 -18.45
O -15.70 8.93 -16.25
C -15.22 9.15 -14.93
C -14.88 10.70 -14.85
C -13.27 8.37 -17.37
H -14.32 8.64 -14.58
H -15.99 8.92 -14.19
H -15.79 11.24 -15.09
H -14.07 11.17 -15.41
H -14.64 11.11 -13.86
H -13.15 9.41 -17.06
H -12.93 8.34 -18.41
H -12.71 7.65 -16.79
O -17.63 2.02 -24.29
S -16.29 2.44 -24.65
O -15.91 3.85 -24.52
O -15.06 1.48 -24.07
C -13.72 2.03 -24.23
C -12.76 1.09 -23.45
C -16.24 2.05 -26.48
H -13.45 3.06 -24.00
H -13.67 1.92 -25.31
H -12.95 1.33 -22.40
H -11.70 1.31 -23.56
H -12.92 0.04 -23.68
H -17.22 2.36 -26.85
H -16.16 0.97 -26.57
H -15.49 2.76 -26.82


4.
53
Properties=species:S:1:pos:R:3 method="wB97M-V/def2-TZVPD" gap_ev=10.06 homo_energy_ev=-19.81 e_above_lowest_ev=14.172 charge=+3
Br -0.06 0.25 0.04
C -1.99 0.81 2.39
C -0.99 -0.01 3.15
O -0.77 0.24 4.34
N -0.22 -1.19 2.51
H -0.15 -0.95 1.53
H 0.68 -1.36 2.94
C -1.02 -2.55 2.69
H -2.84 0.20 2.08
H -1.48 1.29 1.56
H -2.43 1.61 2.98
H -0.43 -3.24 2.09
H -2.01 -2.48 2.24
H -1.15 -2.69 3.77
C -1.92 -2.98 -1.05
C -1.41 -1.72 -1.59
O -2.21 -0.86 -1.99
N 0.08 -1.37 -1.63
H 0.13 -0.72 -0.87
H 0.72 -2.10 -1.36
C 0.53 -0.83 -3.04
H -1.46 -3.73 -1.70
H -2.99 -2.85 -1.16
H -1.52 -3.02 -0.04
H 0.11 0.17 -3.14
H 0.34 -1.49 -3.89
H 1.62 -0.83 -2.98
C 4.25 -1.01 1.37
C 3.69 -0.24 0.17
O 4.33 0.02 -0.81
N 2.35 0.44 0.27
H 1.64 -0.09 -0.21
H 2.08 0.42 1.24
C 2.28 1.90 -0.41
H 4.74 -0.38 2.11
H 4.95 -1.75 1.00
H 3.42 -1.65 1.67
H 2.33 1.83 -1.50
H 3.11 2.46 0.02
H 1.38 2.31 0.05
C -2.97 1.28 -0.59
C -2.19 2.49 -1.00
O -2.77 3.35 -1.66
N -0.64 2.62 -0.73
H -0.52 3.43 -0.14
H -0.34 1.77 -0.27
C 0.10 2.63 -2.06
H -2.63 0.53 -1.31
H -4.03 1.40 -0.40
H -2.52 0.84 0.30
H -0.05 1.65 -2.50
H 1.14 2.79 -1.76
H -0.29 3.36 -2.77